Computed, not measured: a cluster of 3 separate species, C5H11N3O in total at a distorted geometry, with ωB97M-V/def2-TZVPD.

Values from the calculation:
Highest occupied orbital energy (spin up / spin down) in eV: -7.69 / -6.58
Total energy in eV: -11874.7179
HOMO-LUMO gap (spin up / spin down) in eV: 8.64 / 6.18
Relative energy (zero: lowest compared OMol25 entry of this formula, charge and spin) in eV: 7.0530
LUMO (spin up / spin down) in eV: 0.95 / -0.40
Charge: 0

The geometry in XYZ format:
```
20
Properties=species:S:1:pos:R:3:forces:R:3
C -0.363867 -2.106903 -0.713134 -0.043 -1.391 -0.364
C -1.829269 -2.306165 -0.559258 -0.107 -0.072 0.028
N 0.309482 -0.497162 0.754718 -0.587 0.710 -0.865
C 1.113215 2.121151 0.819731 1.377 0.513 0.166
C 0.035817 0.249442 -0.234904 0.556 0.915 1.750
N 1.569168 -0.735950 1.189453 0.496 0.114 -0.159
N 0.602395 3.375038 0.837892 -0.203 -0.210 -0.056
C -0.539351 0.814275 -1.268843 0.224 -0.114 -0.209
O 2.305705 1.908894 1.007139 -1.130 0.100 -0.238
H 2.243670 0.007338 0.949689 -0.387 -0.307 0.028
H 1.550236 -0.885597 2.190222 -0.090 -0.102 -0.145
H 1.201810 4.174075 1.032279 -0.116 -0.298 -0.015
H -0.392491 3.513057 0.817655 0.075 -0.014 -0.042
H 0.027951 -1.913058 -1.706178 0.016 0.182 0.025
H 0.291898 -2.724484 -0.112536 -0.036 0.021 0.013
H -0.777417 0.247703 -2.159382 -0.011 -0.094 0.026
H -0.683380 1.886062 -1.294361 -0.048 -0.097 0.038
H -2.135929 -2.212494 0.485796 0.008 0.052 -0.050
H -2.405936 -1.597295 -1.155918 -0.001 -0.015 0.055
H -2.123707 -3.317925 -0.880060 0.007 0.106 0.014
```
Positions in Å, forces in eV/Å.

Here are the Mulliken charges for atoms 1 to 4, given in e:
1. C -0.85
2. C -0.76
3. N -0.10
4. C 0.29



Computed, not measured: an isolated molecule of C5H11N3O at a distorted geometry, with ωB97M-V/def2-TZVPD.

Values from the calculation:
Highest occupied orbital energy in eV: -8.38
Total energy in eV: -11877.9633
HOMO-LUMO gap in eV: 9.21
Relative energy (zero: lowest compared OMol25 entry of this formula, charge and spin) in eV: 3.8077
LUMO in eV: 0.83
Charge: 0

The geometry in XYZ format:
```
20
Properties=species:S:1:pos:R:3:forces:R:3
C 0.154839 0.483082 2.021328 0.876 0.033 -0.302
C -0.182300 0.846770 0.592904 -4.549 -0.750 -0.149
O -0.583701 1.958691 0.276388 0.938 -0.408 0.233
C -0.783462 -0.426546 -0.346721 0.049 1.946 1.175
N -1.585151 0.077628 -1.420585 0.117 -0.146 -0.316
N -1.425101 -1.470598 0.414139 -0.310 -0.373 0.540
C 0.593921 -0.801603 -0.696358 2.151 2.135 -0.007
C 1.650021 0.603933 -0.639903 0.455 -2.060 -0.812
N 1.256301 -0.225788 -1.796014 0.504 -0.499 -0.572
H 0.669511 -0.472203 2.090875 0.113 0.008 0.027
H 0.756965 1.280834 2.455034 -0.003 -0.084 0.111
H -0.772816 0.398276 2.590700 -0.062 0.173 -0.179
H -1.894842 1.027104 -1.226807 0.103 -0.047 0.208
H -1.042874 0.126802 -2.277427 0.028 0.008 0.095
H -2.253289 -1.806721 -0.065399 0.197 0.135 -0.196
H -1.738160 -1.178395 1.331626 0.106 0.138 -0.047
H 1.030357 -1.621783 -0.128805 0.029 0.044 -0.132
H 1.564807 1.658717 -0.870841 -0.693 -0.109 0.489
H 2.579785 0.344141 -0.140081 0.014 -0.159 -0.164
H 2.005190 -0.802340 -2.164054 -0.063 0.013 -0.002
```
Positions in Å, forces in eV/Å.

Here are the Mulliken charges for atoms 1 to 4, given in e:
1. C -1.44
2. C 0.80
3. O -0.66
4. C 0.66



Computed, not measured: a structure of composition C5H11N3O at a distorted geometry, with ωB97M-V/def2-TZVPD.

Values from the calculation:
Highest occupied orbital energy (spin up / spin down) in eV: -8.14 / -8.14
Total energy in eV: -11876.5352
HOMO-LUMO gap (spin up / spin down) in eV: 7.76 / 7.76
Relative energy (zero: lowest compared OMol25 entry of this formula, charge and spin) in eV: 5.2357
LUMO (spin up / spin down) in eV: -0.38 / -0.38
Charge: 0

The geometry in XYZ format:
```
20
Properties=species:S:1:pos:R:3:forces:R:3
C 1.593227 -0.833057 -1.155289 0.088 0.019 0.160
C 0.776570 -0.295054 0.009300 -0.241 -0.195 0.278
N 0.382787 2.023491 0.116320 0.039 -0.283 0.139
N 1.571654 -0.025851 1.188844 -0.188 0.094 -0.064
N -0.013698 0.903761 -0.447898 -1.037 -1.204 -0.004
H 1.087845 1.922154 0.861023 -0.483 0.336 -0.187
H -0.023370 2.871165 -0.259320 0.354 -0.207 0.323
H 2.465283 -0.502999 1.170890 -0.124 0.116 -0.142
H 1.057481 -0.367232 2.004858 0.086 -0.087 -0.180
H 2.445949 -0.184333 -1.379824 -0.091 -0.026 0.042
H 0.981179 -0.915660 -2.054961 -0.015 0.052 0.130
H 1.968050 -1.829190 -0.905117 0.019 0.039 0.007
C -0.452691 -1.178558 0.392103 1.537 -1.386 0.862
C -1.640322 0.352284 0.268092 0.235 1.611 -0.189
C -2.735385 0.246769 -0.486712 0.253 -0.040 0.106
O -0.505818 -1.710906 1.531371 -0.258 1.035 -1.427
H -0.866614 -1.694725 -0.491900 -0.256 0.215 0.132
H -1.685117 0.833443 1.244460 0.008 -0.008 0.014
H -2.713871 -0.256400 -1.447712 0.046 0.217 -0.111
H -3.693139 0.640897 -0.158529 0.027 -0.300 0.113
```
Positions in Å, forces in eV/Å.

Here are the Mulliken charges for atoms 1 to 4, given in e:
1. C -1.81
2. C 1.24
3. N -0.42
4. N -0.75



Computed, not measured: an isolated molecule of C5H11N3O2 at a distorted geometry, with ωB97M-V/def2-TZVPD.

Values from the calculation:
Highest occupied orbital energy (spin up / spin down) in eV: -9.24 / -6.46
Total energy in eV: -13922.0935
HOMO-LUMO gap (spin up / spin down) in eV: 10.04 / 4.83
Relative energy (zero: lowest compared OMol25 entry of this formula, charge and spin) in eV: 7.5841
LUMO (spin up / spin down) in eV: 0.80 / -1.63
Charge: 0

The geometry in XYZ format:
```
21
Properties=species:S:1:pos:R:3:forces:R:3
C -0.430947 -0.890543 -0.338006 0.088 3.055 -1.218
C 1.035097 -0.292772 -0.545742 0.250 -0.829 1.293
C 1.022445 1.207015 -0.538503 -0.229 -0.515 2.298
C -0.817119 -0.905524 1.151279 -2.384 -0.135 -1.760
C 1.801183 -0.828095 -1.798003 -1.013 -0.459 -1.398
N -0.289822 0.259797 1.836246 0.965 -0.015 0.232
N -0.988448 1.049550 2.392154 -0.854 0.678 -0.052
N -2.227197 1.343979 2.238749 0.841 -0.380 -0.914
O 1.056333 1.885802 -1.651974 0.296 3.661 -0.082
O -2.198545 -1.096849 1.331536 -1.315 3.029 0.425
H -1.182505 -0.181760 -0.913142 1.352 -1.325 1.167
H -0.492485 -1.837323 -0.837890 -0.230 -0.791 0.301
H 1.640139 -0.546664 0.353687 -0.479 -0.181 -0.373
H 0.785596 1.894861 0.299210 0.309 -1.145 -0.403
H -0.420189 -1.745448 1.595511 1.504 -1.790 1.081
H 1.012028 -1.238626 -2.568802 1.639 0.750 1.248
H 2.674052 -1.582056 -1.754612 -1.669 1.125 0.596
H 2.209717 0.113929 -2.179061 0.440 -0.741 -0.657
H -2.678881 -0.120482 1.490167 1.593 -2.845 -0.502
H -2.440713 2.067403 2.876623 -0.670 0.668 1.135
H 0.930263 1.443807 -2.439428 -0.433 -1.817 -2.416
```
Positions in Å, forces in eV/Å.

Here are the Mulliken charges for atoms 1 to 4, given in e:
1. C -0.83
2. C 0.70
3. C -0.58
4. C 0.17



Computed, not measured: an isolated molecule of C5H11N3O3 at a distorted geometry, with ωB97M-V/def2-TZVPD.

Values from the calculation:
Highest occupied orbital energy in eV: -8.90
Total energy in eV: -15975.3320
HOMO-LUMO gap in eV: 9.57
Relative energy (zero: lowest compared OMol25 entry of this formula, charge and spin) in eV: 0.5216
LUMO in eV: 0.68
Charge: 0

The geometry in XYZ format:
```
22
Properties=species:S:1:pos:R:3:forces:R:3
N 2.964730 -0.272053 0.336962 0.118 0.451 -0.013
C 1.913419 0.244343 -0.364018 1.007 -1.302 -0.443
O 1.672438 1.433889 -0.411082 -0.037 0.740 0.503
C 1.055685 -0.731697 -1.144313 -0.754 0.579 0.604
C 0.253536 -1.679443 -0.227656 0.025 -0.146 1.012
C -0.792412 -1.010913 0.735606 -0.009 -0.044 -2.127
N -0.292106 -0.268223 1.823780 0.413 -1.734 1.376
C -1.760971 -0.221961 -0.177726 -1.854 -1.240 0.259
O -2.743150 -0.838018 -0.621415 1.404 1.220 0.102
N -1.609777 1.127440 -0.505624 -1.428 -1.004 -0.236
O -0.933754 2.012742 0.324573 0.117 -0.010 -0.189
H 3.313835 -1.211392 0.197012 -0.371 0.280 0.026
H 3.577581 0.383691 0.810067 -0.224 -0.216 -0.162
H 1.609136 -1.344265 -1.843282 0.407 0.070 -0.184
H 0.425359 -0.003778 -1.695521 -0.031 -0.966 0.018
H 0.925979 -2.316215 0.427965 -0.579 0.724 -0.839
H -0.360306 -2.352004 -0.842741 0.358 0.106 0.032
H -1.350758 -1.866501 1.076512 -0.521 -0.055 0.260
H -1.009754 -0.013027 2.477648 -0.298 -0.005 0.162
H 0.080764 0.548544 1.477144 1.093 2.237 -0.390
H -2.533085 1.489456 -0.780392 0.697 0.017 0.045
H -0.098491 2.104460 -0.158206 0.466 0.301 0.186
```
Positions in Å, forces in eV/Å.

Here are the Mulliken charges for atoms 1 to 4, given in e:
1. N -0.37
2. C 0.34
3. O -0.70
4. C -0.43



Computed, not measured: the ion C5H11N3OP with charge +1 at a distorted geometry, with ωB97M-V/def2-TZVPD.

Values from the calculation:
Highest occupied orbital energy in eV: -12.29
Total energy in eV: -21163.4304
HOMO-LUMO gap in eV: 8.95
Relative energy (zero: lowest compared OMol25 entry of this formula, charge and spin) in eV: 0.0000
LUMO in eV: -3.34
Charge: +1

The geometry in XYZ format:
```
21
Properties=species:S:1:pos:R:3:forces:R:3
C 2.827133 0.310889 0.219605 -0.951 -0.806 0.226
C 1.534015 -0.031564 1.108397 1.015 1.084 -0.643
N 0.523033 -0.592030 0.162718 -1.499 -1.666 -1.105
C 0.639219 -1.814097 -0.441549 -0.484 1.494 0.735
N -0.461008 -2.023185 -1.205191 0.424 -0.168 -0.010
C -1.356889 -0.939731 -1.180220 3.184 0.678 2.409
C -0.683379 -0.042159 -0.278436 -2.380 0.058 -2.047
P -1.320554 1.645507 0.301108 0.800 1.171 1.478
N -2.847932 1.252396 1.107740 1.088 -1.031 -2.086
O -1.678119 2.579220 -1.063481 -0.503 -1.551 1.318
H 3.281431 1.283228 0.510667 -0.183 -0.925 -0.155
H 3.513081 -0.562999 0.325426 -0.123 1.014 -0.145
H 2.490494 0.344861 -0.851485 0.478 0.237 0.994
H 1.130698 0.914702 1.553285 0.092 -1.095 -0.448
H 1.764948 -0.770631 1.915505 -0.415 0.598 -0.798
H 1.530834 -2.444085 -0.263639 -1.040 0.156 -0.434
H -0.564117 -2.901499 -1.712465 -0.145 0.413 0.040
H -2.316010 -0.852358 -1.724544 1.002 -0.260 0.444
H -3.373525 0.704614 0.404224 -0.357 0.364 0.613
H -2.564243 0.541617 1.801823 -0.288 0.569 0.017
H -2.069109 3.397305 -0.689488 0.284 -0.337 -0.403
```
Positions in Å, forces in eV/Å.

Here are the Mulliken charges for atoms 1 to 4, given in e:
1. C -0.90
2. C -0.44
3. N 0.06
4. C -0.29



Computed, not measured: a structure of composition C5H11N4 at a distorted geometry, with ωB97M-V/def2-TZVPD.

Values from the calculation:
Highest occupied orbital energy in eV: -12.76
Total energy in eV: -11317.2992
HOMO-LUMO gap in eV: 10.36
Relative energy (zero: lowest compared OMol25 entry of this formula, charge and spin) in eV: 0.5479
LUMO in eV: -2.40
Charge: +1

The geometry in XYZ format:
```
20
Properties=species:S:1:pos:R:3:forces:R:3
C -1.550369 1.764601 -0.045690 -3.372 0.089 0.603
C -2.892969 1.428155 0.091158 -1.247 2.708 -0.428
C 2.544242 0.445623 -0.345680 -0.019 0.858 2.470
C -1.730802 -0.413879 0.029319 0.483 -1.537 -0.839
C -1.334881 -1.853988 -0.123463 0.494 0.508 0.647
N -0.894357 0.561971 -0.071634 2.779 1.870 -0.013
N -2.945205 0.093902 0.095846 -3.048 -3.446 -0.391
N 1.601042 0.698023 0.477000 -1.532 -0.506 -0.692
N 3.761686 0.068769 -0.058403 3.414 -1.786 0.449
H -1.296112 2.818342 -0.061591 1.133 -0.581 -0.060
H -3.885978 2.006807 0.152607 2.163 -0.761 -0.147
H 2.398544 0.774384 -1.302112 -0.503 0.433 -2.769
H -1.109843 -2.021732 -1.238902 -0.668 -0.365 1.823
H -2.146300 -2.445759 0.407730 1.235 0.103 -1.215
H -0.359108 -1.923580 0.469535 -1.328 -0.387 -0.902
H 1.743054 0.666739 1.462276 0.536 -0.475 0.717
H 0.326590 0.530375 0.052764 -0.455 0.516 0.333
H 4.037453 -0.632365 0.688160 -0.728 1.734 -1.131
H -3.783283 -0.544873 -0.095683 1.495 1.695 0.802
H 4.501855 0.293954 -0.748560 -0.832 -0.668 0.743
```
Positions in Å, forces in eV/Å.

Here are the Mulliken charges for atoms 1 to 4, given in e:
1. C -0.46
2. C -0.25
3. C 0.03
4. C 0.35



Computed, not measured: the ion C5H11N4O with charge +1 at a distorted geometry, with ωB97M-V/def2-TZVPD.

Values from the calculation:
Highest occupied orbital energy in eV: -14.05
Total energy in eV: -13363.3058
HOMO-LUMO gap in eV: 11.41
Relative energy (zero: lowest compared OMol25 entry of this formula, charge and spin) in eV: 2.5723
LUMO in eV: -2.64
Charge: +1

The geometry in XYZ format:
```
21
Properties=species:S:1:pos:R:3:forces:R:3
C -1.518507 0.649418 1.766316 -0.898 -1.156 0.168
N -0.635957 -0.150621 0.858046 -1.188 -2.879 0.066
C -0.114412 0.443272 -0.384889 -5.218 0.872 -0.887
C -0.206754 -0.567206 -1.572081 -0.730 0.690 -0.067
N 1.212611 0.784981 -0.193413 3.935 1.118 -0.766
C 2.136400 1.256369 -1.168540 -1.355 -0.375 -0.195
N 3.329695 0.958650 -0.862744 0.736 0.624 -0.644
N 3.260062 0.308438 0.307870 2.215 -0.336 0.926
C 2.003287 0.210648 0.721761 0.670 0.892 -0.988
O 1.664412 -0.229360 1.823041 -0.960 -2.387 3.677
H -1.435844 0.140590 2.773009 0.510 1.409 -0.679
H -1.192018 1.701035 1.621558 -0.400 -0.655 0.943
H -2.646305 0.529564 1.637462 1.423 0.387 -0.787
H -1.002652 -1.153988 0.709495 0.554 2.309 0.028
H -0.781949 1.406001 -0.504743 1.493 -1.611 -0.423
H 0.584042 -1.303993 -1.366846 -0.615 -0.206 -0.489
H -0.214561 -0.216667 -2.626280 1.185 0.601 0.784
H -1.226440 -0.930845 -1.652043 -0.092 -0.835 0.884
H 1.860605 1.730434 -2.090210 -0.249 0.144 -0.052
H 4.193345 0.088844 0.765014 -2.107 0.157 -0.399
H 0.649348 -0.526089 1.861287 1.089 1.238 -1.099
```
Positions in Å, forces in eV/Å.

Here are the Mulliken charges for atoms 1 to 4, given in e:
1. C -0.75
2. N -0.60
3. C 0.04
4. C -1.43



- Which formula does entry 1 have?
  C5H11N3O



- Look up the total energy of the fifth one.
  -15975.3320 eV



- charge of number 2 (C5H11N3O)?
  0